ORCA calculation (ωB97M-V/def2-TZVPD) on C17H22CaN2O2 as an isolated structure.

Results
total charge	-2
orbital gap (spin up / spin down)	4.03 / 4.03	eV
E_HOMO (spin up / spin down)	0.0447 / 0.0448	Ha
E	-1598.50943	hartree

Atoms and positions in Å:
H1 -1.99190 2.30965 2.07945
H2 4.15660 -1.75685 -0.94345
H3 5.10350 -5.24595 1.36255
H4 -2.16260 4.14695 0.34765
H5 -0.64120 -0.27385 3.60275
C1 -1.97660 -0.77465 -2.50915
H6 -0.91430 -0.99905 -2.61825
Ca1 0.85710 1.17195 -0.67025
H7 -4.08110 0.38205 -1.07415
H8 -3.95420 1.94055 -1.87975
C2 4.72590 -3.53125 0.10085
C3 -1.17990 1.92605 1.46095
H9 3.59650 -4.43795 3.15785
H10 5.38360 -3.88175 -0.69255
C4 3.72480 -3.83755 2.25925
H11 -2.56750 3.52375 -1.23845
C5 3.17640 -1.86085 0.95995
N1 1.57290 -0.30855 1.69955
H12 -0.57030 1.42905 -3.30955
H13 2.38600 -2.30215 2.90335
N2 0.82840 0.74585 1.35195
C6 4.57610 -4.30455 1.25375
O1 2.55150 -0.02985 -0.40655
C7 2.41420 -0.65785 0.73045
H14 -1.80670 2.62255 -2.97355
C8 -2.42470 3.23915 -0.19825
C9 -3.70520 0.88845 -1.96075
C10 -0.23170 1.16875 2.06495
H15 -2.39250 -1.45315 -1.76655
C11 -0.36590 0.77915 3.53275
O2 -0.10050 2.88175 -0.48425
H16 -1.86440 0.16105 -0.02625
C12 -1.24610 2.23635 -0.03675
H17 -2.47780 -0.96225 -3.46515
C13 4.05050 -2.34765 -0.04255
H18 -1.13710 1.37835 4.02045
C14 -1.41600 0.86775 -0.74855
H19 -4.21710 0.47565 -2.83675
H20 -3.35610 2.84145 0.21025
H21 0.58130 0.90925 4.05715
C15 -1.64460 1.57355 -3.19365
C16 3.04980 -2.65105 2.12555
C17 -2.17440 0.68785 -2.06385
H22 -2.13470 1.32995 -4.14255

Forces on atoms 1 to 6 (eV/Å):
0.06 -0.03 0.04
-0.07 0.05 0.04
-0.01 0.00 0.01
0.05 0.11 0.11
0.05 -0.12 0.10
0.04 0.23 -0.03

Atomic charges from the Löwdin analysis, expressed in e, are listed below: number 1, H, carries 0.076; number 2, H, carries 0.092; number 3, H, carries 0.066; number 4, H, carries 0.058; number 5, H, carries 0.054; number 6, C, carries -0.106; number 7, H, carries 0.066; number 8, Ca, carries 1.313; number 9, H, carries 0.071; number 10, H, carries 0.045; number 11, C, carries -0.147; number 12, C, carries -0.063; number 13, H, carries 0.080; number 14, H, carries 0.081; number 15, C, carries -0.147; number 16, H, carries 0.042; number 17, C, carries -0.153; number 18, N, carries 0.054; number 19, H, carries 0.065; number 20, H, carries 0.091; number 21, N, carries -0.208; number 22, C, carries -0.161; number 23, O, carries -0.314; number 24, C, carries -0.548; number 25, H, carries 0.060; number 26, C, carries -0.081; number 27, C, carries -0.093; number 28, C, carries -0.407; number 29, H, carries 0.069; number 30, C, carries -0.079; number 31, O, carries -0.455; number 32, H, carries 0.073; number 33, C, carries -0.721; number 34, H, carries 0.057; number 35, C, carries -0.058; number 36, H, carries 0.048; number 37, C, carries -0.255; number 38, H, carries 0.052; number 39, H, carries 0.059; number 40, H, carries 0.050; number 41, C, carries -0.080; number 42, C, carries -0.061; number 43, C, carries -0.645; number 44, H, carries 0.064

***

ORCA calculation (ωB97M-V/def2-TZVPD) on the molecule C17H22Cl2N2O6S.

Results
structure (SMILES)	CC(C)CNS(=O)(=O)c1cc(C(=O)OCC(=O)N2CCOCC2)c(Cl)cc1Cl
orbital gap	9.35	eV
E_HOMO	-0.3418	Ha
E	-2540.52769	hartree
relative energy (zero: lowest compared OMol25 entry of this formula, charge and spin)	1.0	kcal per mole

Atoms and positions in Å:
H1 -7.84425 -1.86363 1.36623
C1 6.23231 0.08724 -0.95667
C2 -6.02022 -2.12732 -0.72033
H2 -5.22855 -2.68507 -1.21352
N1 5.40019 0.50464 0.15014
C3 -0.08383 2.91005 0.00910
C4 -2.45560 2.52298 0.02586
H3 3.69781 0.64854 -2.00314
C5 -2.26010 1.26531 -0.52737
H4 5.89568 0.51702 -1.89665
H5 5.15388 0.23379 2.19047
O1 -3.12011 -1.02199 -1.44528
Cl1 1.20854 3.95537 0.39992
C6 3.69241 1.49980 -1.31361
H6 -7.04526 -0.32805 1.06559
H7 6.28408 -2.06829 2.15638
C7 -5.77539 -2.06686 0.78459
N2 -4.26701 -0.07288 0.60753
H8 -5.06731 0.51106 0.79519
Cl2 -4.03634 3.05282 0.37861
H9 6.85136 0.29051 1.62674
C8 5.84417 -0.07611 1.40627
H10 5.20225 -1.79476 -1.24737
C9 -6.90954 -1.32176 1.48847
C10 -0.98098 0.83496 -0.79808
H11 -1.52607 4.31621 0.73926
O2 -4.59087 0.94689 -1.69364
C11 1.46285 1.06746 -0.86753
S1 -3.65538 0.19120 -0.91263
H12 4.83070 -1.96037 1.11845
H13 4.29068 2.32612 -1.70021
H14 -5.73695 -3.08857 1.17857
O3 6.67287 -2.00432 0.18504
C12 0.12668 1.64429 -0.54941
C13 6.22358 -1.44834 -1.02635
O4 3.47985 1.25677 1.05669
O5 1.67915 -0.11725 -0.89780
H15 -0.84039 -0.15036 -1.21623
C14 4.17570 1.06300 0.08296
O6 2.37437 1.99319 -1.18388
H16 6.90573 -1.80521 -1.79948
C15 -4.41163 -1.42812 1.09195
H17 -6.03707 -1.12732 -1.14959
H18 -4.23662 -1.41943 2.17322
C16 5.85986 -1.60159 1.26675
H19 -6.70679 -1.22351 2.55308
H20 -6.97273 -2.60899 -0.92979
H21 -3.61809 -1.99964 0.60886
H22 7.25518 0.42684 -0.75705
C17 -1.37281 3.34367 0.29966

Forces on atoms 1 to 6 (eV/Å):
-0.12 0.03 -0.01
0.02 -0.42 -0.17
0.06 -0.18 0.23
0.03 -0.06 -0.12
0.31 -0.11 0.24
-0.29 -0.44 -0.19

Atomic charges from the Löwdin analysis, expressed in e, are listed below: number 1, H, carries 0.079; number 2, C, carries -0.114; number 3, C, carries -0.074; number 4, H, carries 0.078; number 5, N, carries -0.051; number 6, C, carries -0.570; number 7, C, carries -0.630; number 8, H, carries 0.132; number 9, C, carries -0.263; number 10, H, carries 0.117; number 11, H, carries 0.126; number 12, O, carries -0.274; number 13, Cl, carries 0.801; number 14, C, carries -0.066; number 15, H, carries 0.074; number 16, H, carries 0.128; number 17, C, carries -0.410; number 18, N, carries -0.131; number 19, H, carries 0.075; number 20, Cl, carries 0.789; number 21, H, carries 0.133; number 22, C, carries -0.103; number 23, H, carries 0.133; number 24, C, carries -0.076; number 25, C, carries 0.026; number 26, H, carries 0.108; number 27, O, carries -0.307; number 28, C, carries -0.460; number 29, S, carries 0.620; number 30, H, carries 0.135; number 31, H, carries 0.145; number 32, H, carries 0.136; number 33, O, carries -0.128; number 34, C, carries -0.103; number 35, C, carries -0.182; number 36, O, carries 0.084; number 37, O, carries 0.136; number 38, H, carries 0.129; number 39, C, carries -0.418; number 40, O, carries -0.045; number 41, H, carries 0.128; number 42, C, carries -0.218; number 43, H, carries 0.062; number 44, H, carries 0.122; number 45, C, carries -0.174; number 46, H, carries 0.077; number 47, H, carries 0.081; number 48, H, carries 0.115; number 49, H, carries 0.135; number 50, C, carries -0.107

***

ORCA calculation (ωB97M-V/def2-TZVPD) on C17H22Cl2O5Re as an isolated structure.

Results
total charge	-2
orbital gap (spin up / spin down)	4.40 / 4.35	eV
E_HOMO (spin up / spin down)	0.0093 / 0.0098	Ha
E	-2035.85429	hartree
⟨S²⟩	3.767
multiplicity	4

Atoms and positions in Å:
H1 0.29315 1.55134 3.24357
O1 1.69488 -0.17019 0.32859
H2 -3.44445 -1.14600 -1.33054
Cl1 0.09813 2.42820 0.40628
C1 0.06921 -0.69057 2.95800
Cl2 -2.23400 0.21867 0.96757
C2 -0.06200 -1.50038 5.32728
H3 -1.98142 -2.92359 -0.69585
C3 -0.01396 -1.32678 6.71340
C4 0.27960 1.06125 6.40490
H4 0.20171 0.09283 8.31642
H5 2.01606 1.12773 -3.60275
O2 0.17975 0.39941 2.26065
C5 -0.67274 0.80619 -2.07319
C6 1.87315 1.14917 -2.51280
H6 2.78018 0.74755 -2.04907
H7 1.81852 -0.62664 1.17277
O3 2.84581 4.02612 -0.18123
C7 -1.17404 2.13088 -2.54806
C8 0.15850 -0.04199 7.23871
Re1 -0.13624 0.14740 -0.09976
H8 -1.52208 -3.22814 -2.37981
H9 -3.45918 0.59275 -1.68772
H10 0.42107 2.06729 6.80598
C9 -1.15438 -2.85851 -1.40901
H11 1.69082 -2.82165 -1.15190
O4 -0.00246 -1.83016 2.46556
H12 3.78510 4.17609 0.10703
C10 -1.50864 -0.30867 -1.73520
H13 -0.38429 2.88523 -2.50063
H14 -2.01606 2.46536 -1.93232
C11 -2.98896 -0.36123 -1.93919
H15 -0.10537 -2.18878 7.37388
H16 1.77475 2.19230 -2.19564
C12 1.83113 -2.00525 -1.86834
C13 0.05889 -0.43154 4.44706
O5 0.34069 1.95018 4.20269
H17 2.76592 -1.48570 -1.63646
H18 1.93121 -2.45861 -2.86505
C14 0.67411 -1.06587 -1.81380
C15 -0.66484 -1.45105 -1.52379
H19 -3.22040 -0.57983 -2.99350
C16 0.68882 0.34222 -2.10575
H20 -0.35084 -3.52470 -1.08402
H21 -0.19179 -2.49040 4.89381
H22 -1.52910 2.05954 -3.58662
C17 0.22779 0.88373 5.00025

Forces on atoms 1 to 6 (eV/Å):
0.03 0.33 0.43
2.30 -1.16 1.26
0.02 0.19 0.03
-0.03 0.20 -0.47
0.01 0.92 -0.70
-1.64 -0.35 0.97

Atomic charges from the Löwdin analysis, expressed in e, are listed below: number 1, H, carries 0.070; number 2, O, carries -0.384; number 3, H, carries 0.056; number 4, Cl, carries 0.178; number 5, C, carries -0.621; number 6, Cl, carries 0.097; number 7, C, carries -0.050; number 8, H, carries 0.080; number 9, C, carries -0.135; number 10, C, carries -0.036; number 11, H, carries 0.082; number 12, H, carries 0.080; number 13, O, carries -0.348; number 14, C, carries -0.401; number 15, C, carries -0.030; number 16, H, carries 0.080; number 17, H, carries 0.013; number 18, O, carries -0.709; number 19, C, carries -0.067; number 20, C, carries -0.136; number 21, Re, carries 1.219; number 22, H, carries 0.084; number 23, H, carries 0.062; number 24, H, carries 0.104; number 25, C, carries -0.032; number 26, H, carries 0.078; number 27, O, carries -0.032; number 28, H, carries -0.226; number 29, C, carries -0.442; number 30, H, carries 0.071; number 31, H, carries 0.075; number 32, C, carries -0.101; number 33, H, carries 0.077; number 34, H, carries 0.066; number 35, C, carries -0.033; number 36, C, carries -0.054; number 37, O, carries 0.041; number 38, H, carries 0.076; number 39, H, carries 0.085; number 40, C, carries -0.309; number 41, C, carries -0.358; number 42, H, carries 0.081; number 43, C, carries -0.346; number 44, H, carries 0.070; number 45, H, carries 0.106; number 46, H, carries 0.081; number 47, C, carries -0.260